Formula: C32H29BrGeN4NiO
Source: the Open Molecules 2025 dataset
Level of theory: the ωB97M-V functional and the def2-TZVPD basis

Cartesian coordinates (Å):
Ni (-0.2188, 0.0683, -0.2730)
Br (-0.8999, 3.1396, 6.4120)
C (-1.0123, 2.3667, 4.6857)
C (-2.3022, 2.2382, 4.1526)
C (-2.4417, 1.6374, 2.9485)
C (-1.2858, 1.1574, 2.2177)
O (-1.5258, 0.4651, 1.1585)
C (0.0054, 1.3532, 2.7694)
C (1.2334, 0.9902, 2.2063)
N (1.3726, 0.4799, 1.0419)
C (2.6511, 0.1824, 0.5335)
C (3.8880, 0.5058, 1.0555)
C (5.0604, 0.0933, 0.3854)
C (5.0010, -0.6128, -0.8043)
C (3.7581, -0.9668, -1.4032)
C (3.5876, -1.6057, -2.6204)
C (2.3700, -1.8522, -3.1203)
C (1.2484, -1.4721, -2.2876)
N (1.3736, -0.8626, -1.1552)
C (2.6038, -0.5486, -0.7233)
C (0.1065, 1.9635, 4.0715)
H (-3.1942, 2.5759, 4.7009)
H (-3.4394, 1.5577, 2.4990)
H (2.0724, 1.1175, 2.8533)
H (3.9689, 1.0928, 1.9464)
H (6.0240, 0.3771, 0.7223)
H (5.9165, -0.9097, -1.2488)
H (4.4659, -1.8913, -3.1269)
H (2.1727, -2.3621, -4.0547)
H (0.2231, -1.6245, -2.6927)
H (1.0891, 2.1249, 4.5075)
C (0.0979, -4.1577, 1.9639)
C (0.3683, -2.9297, 1.3796)
N (-0.4840, -2.3459, 0.5581)
C (-1.5621, -2.9972, 0.1677)
C (-1.9399, -4.2232, 0.6755)
C (-1.0736, -4.7872, 1.6247)
C (-3.1980, -4.7911, 0.3162)
C (-4.0921, -4.1435, -0.4285)
C (-3.7380, -2.8444, -0.9376)
C (-4.6250, -2.1064, -1.7240)
C (-4.2554, -0.9026, -2.2556)
C (-2.9662, -0.4611, -2.0645)
N (-2.0946, -1.1311, -1.2954)
C (-2.4810, -2.3013, -0.7372)
H (0.7325, -4.5817, 2.7192)
H (1.1835, -2.3368, 1.6654)
H (-1.3234, -5.7531, 2.0748)
H (-3.3639, -5.7742, 0.7362)
H (-5.0599, -4.5929, -0.6662)
H (-5.6375, -2.4994, -1.8482)
H (-4.9865, -0.3398, -2.7881)
H (-2.6312, 0.4375, -2.5609)
C (2.4034, 2.7833, -1.6411)
Ge (0.5316, 3.2484, -1.5273)
C (0.3441, 4.0908, 0.2154)
C (-0.0049, 4.5818, -2.8640)
C (-0.5635, 1.6775, -1.5811)
H (3.0173, 3.5271, -2.1128)
H (2.4525, 1.8713, -2.2389)
H (2.8045, 2.5560, -0.6529)
H (0.6220, 5.1574, 0.3662)
H (0.8767, 3.5134, 0.9672)
H (-0.7409, 4.0816, 0.5091)
H (0.9066, 5.1735, -3.1019)
H (-0.8097, 5.2146, -2.4261)
H (-0.3978, 4.0998, -3.7669)
H (-0.5580, 1.2521, -2.6226)
H (-1.6261, 1.9558, -1.4548)

Computed properties:
HOMO energy (spin up / spin down)	-6.53 / -7.15	eV
E	-209264.795	eV
LUMO energy (spin up / spin down)	-0.0152 / -0.0157	hartree
orbital gap (spin up / spin down)	6.118 / 6.723	eV
spin multiplicity	3

---

Formula: C32H29CoN6OS2
Source: the Open Molecules 2025 dataset
Level of theory: the ωB97M-V functional and the def2-TZVPD basis

Cartesian coordinates (Å):
Co (0.7527, 0.3738, -0.7953)
S (3.0793, 0.3916, 0.6804)
C (3.1827, -0.2327, 2.2870)
C (4.3736, -0.9664, 2.5320)
C (4.6339, -1.5782, 3.7274)
C (3.6909, -1.5016, 4.7624)
C (2.5415, -0.7794, 4.5819)
C (2.2552, -0.0896, 3.3776)
S (0.8574, 0.9065, 3.4137)
H (5.0786, -1.0415, 1.7150)
H (5.5582, -2.1244, 3.8708)
H (3.8788, -2.0043, 5.7039)
H (1.8154, -0.7009, 5.3807)
N (0.6937, 2.2329, 0.1351)
C (-0.3199, 3.1850, -0.1641)
C (-0.3762, 4.4251, 0.4287)
C (-1.4037, 5.3262, 0.1085)
C (-2.3709, 4.9898, -0.8022)
C (-2.3569, 3.7214, -1.4175)
C (-3.3414, 3.2834, -2.3284)
C (-3.2352, 2.0285, -2.8665)
C (-2.1522, 1.2123, -2.5014)
N (-1.2308, 1.5733, -1.6431)
C (-1.3189, 2.8069, -1.0948)
H (0.5891, 1.8811, 1.1123)
H (1.6120, 2.6644, 0.1295)
H (0.3806, 4.6956, 1.1543)
H (-1.4362, 6.2948, 0.5912)
H (-3.1676, 5.6834, -1.0444)
H (-4.1570, 3.9450, -2.5943)
H (-3.9761, 1.6542, -3.5612)
H (-2.0347, 0.2269, -2.9419)
C (2.5934, -4.7059, 0.7459)
C (1.8694, -3.6904, 1.3582)
C (1.4010, -2.6114, 0.6313)
C (1.6548, -2.4960, -0.7472)
C (2.3816, -3.5419, -1.3569)
C (2.8372, -4.6194, -0.6205)
N (1.2762, -1.3702, -1.4634)
N (1.5474, -1.4223, -2.7658)
C (1.5806, -0.1841, -3.3276)
C (1.7940, -0.0341, -4.7097)
C (1.9631, 1.2307, -5.2425)
C (1.9136, 2.3477, -4.4137)
C (1.6583, 2.2001, -3.0481)
C (1.4706, 0.9529, -2.4675)
H (2.9774, -5.5349, 1.3288)
H (1.6905, -3.7269, 2.4274)
H (0.8653, -1.8291, 1.1445)
H (2.6062, -3.4627, -2.4090)
H (3.4057, -5.4005, -1.1137)
H (1.8219, -0.9189, -5.3357)
H (2.1300, 1.3522, -6.3074)
H (2.0565, 3.3389, -4.8332)
H (1.5975, 3.1032, -2.4422)
N (-0.5626, -0.3178, 0.3751)
C (-1.6218, -0.4617, 0.8042)
N (-2.8050, -0.6596, 1.3404)
C (-4.0441, -0.3665, 0.6396)
C (-4.8631, -1.6488, 0.5391)
O (-5.0587, -2.2291, 1.8182)
C (-3.8221, -2.5610, 2.4348)
C (-2.9644, -1.3172, 2.6291)
H (-3.8232, 0.0375, -0.3473)
H (-4.6105, 0.3758, 1.2131)
H (-4.3515, -2.3627, -0.1203)
H (-5.8574, -1.4406, 0.1440)
H (-3.2827, -3.2910, 1.8168)
H (-4.0676, -3.0160, 3.3938)
H (-1.9837, -1.5676, 3.0303)
H (-3.4693, -0.6339, 3.3199)

Computed properties:
charge	-1
HOMO energy (spin up / spin down)	-2.34 / -3.87	eV
E	-103939.564	eV
LUMO energy (spin up / spin down)	0.0706 / 0.0471	hartree
orbital gap (spin up / spin down)	4.260 / 5.154	eV
spin multiplicity	4

---

Formula: C32H29F15MgO18
Source: the Open Molecules 2025 dataset
Level of theory: the ωB97M-V functional and the def2-TZVPD basis

Cartesian coordinates (Å):
Mg (-21.2486, -6.8908, 8.3466)
C (-24.2563, -5.0709, 10.6649)
C (-25.3667, -5.6503, 11.3848)
C (-25.5815, -7.2360, 11.2950)
O (-26.7136, -7.6185, 11.7999)
C (-24.5338, -8.0454, 10.6031)
C (-23.4691, -7.4732, 10.0680)
C (-23.3670, -5.9229, 10.0471)
O (-22.4389, -5.3676, 9.3239)
O (-22.4770, -8.1875, 9.6297)
O (-26.3852, -5.1128, 11.9581)
H (-24.1923, -3.9965, 10.5759)
H (-24.5905, -9.1239, 10.5939)
C (-22.1902, -8.7399, 4.6806)
C (-21.5552, -9.8851, 4.0406)
C (-20.2256, -10.4673, 4.6457)
O (-19.8556, -11.4294, 3.9711)
C (-19.5973, -9.9265, 5.8194)
C (-20.3115, -8.8940, 6.4208)
C (-21.6340, -8.3193, 5.8831)
O (-22.2480, -7.3337, 6.5020)
O (-19.8014, -8.4150, 7.5061)
O (-21.9202, -10.5376, 3.0691)
H (-23.0748, -8.2944, 4.2500)
H (-18.7395, -10.4344, 6.2348)
C (-21.8828, -2.6533, 6.6120)
C (-20.7886, -2.5412, 7.6012)
O (-19.6156, -3.0744, 7.0444)
C (-19.4407, -4.4199, 6.9365)
O (-20.1981, -5.3254, 7.4118)
C (-18.1594, -4.8403, 6.2420)
F (-17.4132, -5.6113, 7.0509)
F (-18.5208, -5.4917, 5.0770)
F (-17.3790, -3.7883, 5.8438)
H (-22.6584, -1.9398, 6.8901)
H (-22.3694, -3.6184, 6.7530)
H (-21.4693, -2.4836, 5.6179)
H (-21.0022, -2.9023, 8.6072)
H (-20.4964, -1.4971, 7.7134)
C (-25.6012, -9.1565, 6.7188)
C (-24.9162, -10.4963, 6.6514)
O (-24.1593, -10.6853, 7.8221)
C (-23.1527, -11.6145, 7.9973)
O (-22.5712, -12.0841, 7.0023)
C (-22.7461, -11.8998, 9.5078)
F (-22.7926, -13.2117, 9.7863)
F (-21.4675, -11.3959, 9.7490)
F (-23.6134, -11.3099, 10.3265)
H (-24.8642, -8.4172, 6.4052)
H (-25.9833, -8.8475, 7.6918)
H (-26.3911, -9.0485, 5.9756)
H (-24.3449, -10.5723, 5.7262)
H (-25.7340, -11.2168, 6.6364)
C (-22.7344, -4.8645, 3.3207)
C (-23.1255, -5.9271, 2.2637)
O (-22.4988, -5.4537, 1.0633)
C (-22.5958, -6.1003, -0.1188)
O (-23.4149, -7.0480, -0.2727)
C (-21.6028, -5.7016, -1.2686)
F (-22.2779, -5.6109, -2.3651)
F (-20.9811, -4.5673, -1.0633)
F (-20.6899, -6.6185, -1.3760)
H (-21.6582, -4.6971, 3.3634)
H (-23.0490, -5.0958, 4.3384)
H (-23.1948, -3.8860, 3.1844)
H (-24.1916, -6.1360, 2.1739)
H (-22.6742, -6.8616, 2.5971)
C (-16.6910, -4.0718, 10.9152)
C (-17.9521, -4.8555, 10.5365)
O (-18.0012, -6.1012, 11.1174)
C (-19.0717, -6.9576, 10.8394)
O (-19.9579, -6.7437, 10.0297)
C (-19.0251, -8.2618, 11.6604)
F (-19.0702, -9.3702, 10.9134)
F (-18.0073, -8.2906, 12.4490)
F (-20.1308, -8.3217, 12.3619)
H (-16.3959, -4.2840, 11.9428)
H (-16.6481, -2.9915, 10.7770)
H (-15.8183, -4.3746, 10.3365)
H (-17.9865, -4.8434, 9.4471)
H (-18.8404, -4.2688, 10.7704)
C (-25.6392, -3.7216, 7.1363)
C (-25.5687, -4.9476, 6.2056)
O (-26.8313, -5.2140, 5.5816)
C (-26.8344, -6.2760, 4.6759)
O (-25.8052, -6.8014, 4.1934)
C (-28.2335, -6.5954, 4.0849)
F (-29.2082, -5.7465, 4.3467)
F (-28.1203, -6.7466, 2.7556)
F (-28.5933, -7.8404, 4.6293)
H (-26.4374, -3.9082, 7.8547)
H (-25.7799, -2.8329, 6.5210)
H (-24.6327, -3.6838, 7.5530)
H (-25.2815, -5.8110, 6.8059)
H (-24.7614, -4.9052, 5.4744)

Computed properties:
charge	-2
HOMO energy	-2.21	eV
E	-116719.827	eV
LUMO energy	0.1178	hartree
orbital gap	5.411	eV

---

> Look up the E of the second one.

-103939.564 eV

---

> Among the records above, which one has the lowest E?

C32H29BrGeN4NiO

---

> What is the formula in the third record?

C32H29F15MgO18

---

> The lowest E belongs to which entry?

C32H29BrGeN4NiO